Density functional theory data (ωB97M-V/def2-TZVPD) for a structure of composition C27H36FeNOSb2 at a distorted geometry.

Geometry as XYZ:
```
68
C27H36FeNOSb2 | OMol25 | ωB97M-V/def2-TZVPD
Fe -0.001 0.370 -0.833
C -3.358 -2.268 -0.594
Sb -2.003 -0.745 0.117
C -3.583 0.614 0.609
C -1.844 -1.598 2.142
C -2.005 -0.558 3.208
C -3.277 -0.343 3.746
C -3.534 0.650 4.679
C -2.495 1.457 5.109
C -1.219 1.235 4.612
C -0.940 0.237 3.674
C 0.479 0.061 3.223
Sb 0.972 1.063 1.332
C 0.558 3.012 2.121
C 3.084 1.065 1.786
H -4.161 -2.409 0.138
H -2.822 -3.209 -0.741
H -3.786 -1.951 -1.550
H -4.410 0.066 1.071
H -3.921 1.102 -0.309
H -3.220 1.374 1.304
H -0.885 -2.115 2.180
H -2.643 -2.340 2.186
H -4.091 -0.975 3.404
H -4.537 0.789 5.066
H -2.669 2.244 5.833
H -0.397 1.851 4.964
H 0.756 -0.986 3.083
H 1.168 0.503 3.944
H 1.185 3.191 2.998
H -0.496 3.069 2.404
H 0.758 3.761 1.352
H 3.348 1.960 2.356
H 3.659 1.036 0.858
H 3.320 0.173 2.374
C 0.642 3.214 -3.123
O -0.413 2.318 -2.863
C -0.676 2.128 -1.460
C -1.494 3.277 -0.954
H 0.761 3.286 -4.205
H 1.581 2.846 -2.686
H 0.446 4.215 -2.721
H -0.965 4.248 -0.975
H -1.790 3.099 0.086
H -2.414 3.414 -1.550
C 2.820 0.295 -5.445
C 1.447 0.185 -5.274
C 0.917 -0.270 -4.072
C 1.742 -0.620 -3.004
C 3.122 -0.491 -3.184
C 3.656 -0.047 -4.387
N 1.189 -1.020 -1.764
C 1.514 -2.259 -1.275
C 1.171 -2.610 0.055
C 1.433 -3.867 0.581
C 2.054 -4.851 -0.179
C 2.397 -4.534 -1.493
C 2.136 -3.283 -2.036
H 3.232 0.651 -6.382
H 0.779 0.462 -6.083
H -0.155 -0.333 -3.927
H 3.772 -0.747 -2.354
H 4.731 0.046 -4.496
H 0.693 -1.861 0.671
H 1.148 -4.079 1.607
H 2.261 -5.831 0.233
H 2.873 -5.284 -2.116
H 2.402 -3.083 -3.067
```

Values from the calculation:
- Net charge: -1
- Frontier orbital gap (spin up / spin down): 0.1839 / 0.2263 Eh
- 2S+1: 5
- E: -79580.0950 eV
- HOMO level (spin up / spin down): -2.179 / -3.343 eV

Density functional theory data (ωB97M-V/def2-TZVPD) for a structure of composition C27H36N4O5PS2SeSiTl.

Geometry as XYZ:
```
78
C27H36N4O5PS2SeSiTl | OMol25 | ωB97M-V/def2-TZVPD
Tl 0.310 -1.751 -2.005
C 4.722 0.433 -2.408
Si 3.698 -1.156 -2.361
C 4.866 -2.624 -2.354
C 2.803 -1.208 -4.012
N 2.550 -1.189 -1.099
C 2.876 -1.264 0.206
C 4.186 -1.106 0.742
C 4.484 -1.214 2.090
C 3.499 -1.498 3.026
C 2.196 -1.667 2.557
C 1.912 -1.529 1.219
O 0.610 -1.753 0.748
C -0.454 -1.513 1.569
C -1.393 -2.526 1.695
C -2.539 -2.314 2.450
C -2.737 -1.100 3.091
C -1.780 -0.096 2.966
C -0.641 -0.288 2.202
H 5.361 0.458 -3.296
H 5.361 0.547 -1.530
H 4.051 1.296 -2.444
H 5.499 -2.617 -3.248
H 4.278 -3.547 -2.338
H 5.518 -2.635 -1.477
H 3.517 -1.078 -4.831
H 2.064 -0.403 -4.085
H 2.306 -2.171 -4.157
H 4.992 -0.890 0.053
H 5.512 -1.076 2.409
H 3.724 -1.597 4.080
H 1.393 -1.904 3.244
H -1.209 -3.464 1.185
H -3.279 -3.103 2.534
H -3.631 -0.929 3.678
H -1.938 0.863 3.443
H 0.090 0.496 2.062
Se -4.333 -5.805 -0.488
N -5.585 -4.594 -0.119
C -5.023 -3.428 -0.342
C -5.661 -2.148 -0.152
C -4.929 -1.050 -0.404
C -3.549 -1.174 -0.856
N -2.936 -2.288 -1.051
C -3.648 -3.440 -0.794
N -3.096 -4.625 -0.927
H -6.687 -2.107 0.190
H -5.334 -0.055 -0.276
H -2.974 -0.266 -1.034
C 0.712 5.975 1.012
C 1.282 4.702 0.404
C 1.209 3.530 1.367
O 0.698 4.497 -0.889
P -0.616 3.649 -1.304
S -1.124 4.257 -3.101
S -0.370 1.720 -0.996
O -1.621 4.294 -0.180
C -2.930 3.835 0.171
C -2.828 2.889 1.353
C -3.721 3.238 -0.981
H 1.257 6.228 1.926
H -0.343 5.840 1.251
H 0.800 6.803 0.307
H 2.338 4.875 0.172
H 0.180 3.324 1.664
H 1.788 3.791 2.258
H 1.616 2.621 0.929
H -3.446 4.748 0.492
H -2.285 1.991 1.058
H -3.822 2.608 1.714
H -2.286 3.367 2.172
H -3.253 2.322 -1.346
H -3.783 3.933 -1.816
H -4.729 3.007 -0.622
O 2.458 -5.848 -1.727
C 1.583 -4.987 -1.582
O 1.333 -4.001 -2.338
H 0.880 -5.109 -0.720
```

Values from the calculation:
- Net charge: -2
- Frontier orbital gap: 0.1665 Eh
- E: -153663.7704 eV
- HOMO level: -1.827 eV
- Energy relative to the best compared isomer or geometry (same formula, charge and spin): 0.0000 eV

Density functional theory data (ωB97M-V/def2-TZVPD) for a cluster of 2 separate species, C27H37BFN2O7S in total at a distorted geometry.

Geometry as XYZ:
```
76
C27H37BFN2O7S | OMol25 | ωB97M-V/def2-TZVPD
C -2.975 -5.088 1.418
C -1.598 -4.226 1.030
O -1.830 -2.761 1.049
B -0.545 -2.029 0.765
O 0.394 -1.937 1.910
C -0.216 -1.428 -0.766
C -1.562 -1.883 -1.569
C -1.624 -1.489 -3.155
O -0.641 -2.163 -4.014
C -0.928 -3.589 -4.205
O -2.087 -4.217 -4.007
C 0.332 -4.514 -4.796
C 0.458 -4.335 -6.442
C 0.318 0.141 -0.871
C -0.202 1.121 0.330
C 0.524 1.275 1.828
C -0.189 2.331 2.843
N -1.381 3.209 2.678
C -2.097 3.100 1.376
C -1.535 2.106 0.218
C 1.846 0.217 -1.436
C 1.895 0.454 -3.092
O 1.288 1.724 -3.517
C 0.774 1.416 -4.893
C 2.908 1.342 -0.926
F 2.313 2.712 -0.718
C 3.858 0.866 0.355
C 5.285 1.718 0.159
C 2.253 -1.393 -1.373
N 1.113 -2.137 -1.046
S 1.363 -3.866 -0.979
H -2.634 -6.150 1.832
H -3.619 -5.329 0.447
H -3.645 -4.525 2.203
H -0.729 -4.510 1.773
H -1.272 -4.639 -0.028
H -0.179 -2.143 2.731
H -1.598 -3.076 -1.526
H -2.536 -1.407 -1.068
H -1.510 -0.321 -3.375
H -2.736 -1.741 -3.513
H 0.163 -5.620 -4.453
H 1.306 -4.014 -4.348
H 0.080 -3.272 -6.818
H -0.120 -5.202 -7.022
H 1.611 -4.421 -6.734
H -0.299 0.567 -1.801
H 1.472 0.623 2.110
H 0.352 2.422 3.906
H -3.080 3.734 1.136
H -2.131 2.086 -0.811
H 1.291 -0.474 -3.537
H 3.001 0.317 -3.519
H -0.326 0.969 -4.766
H 0.796 2.357 -5.603
H 1.448 0.592 -5.432
H 3.683 1.500 -1.822
H 4.160 -0.264 0.320
H 3.444 1.205 1.396
H 5.761 1.572 -0.900
H 6.044 1.545 1.033
H 4.955 2.864 0.232
H 3.285 -1.917 -1.603
H 2.603 -4.161 -1.617
C -2.393 5.505 8.326
C -2.173 6.603 7.596
C -1.976 6.525 6.136
O -1.773 7.530 5.467
C -2.033 5.188 5.512
C -2.252 4.090 6.241
C -2.450 4.167 7.702
O -2.653 3.163 8.370
H -2.539 5.544 9.398
H -2.130 7.591 8.039
H -1.887 5.149 4.439
H -2.296 3.102 5.799
```

Values from the calculation:
- Net charge: +1
- Frontier orbital gap: 0.2390 Eh
- E: -60117.6661 eV
- HOMO level: -11.396 eV
- Energy relative to the best compared isomer or geometry (same formula, charge and spin): 16.1192 eV